# 1
One molecule with the formula C21H33N3O3S in a non-equilibrium geometry, computed with ωB97M-V/def2-TZVPD.

ORCA input file:
```
! RIJCOSX wB97M-V def2-TZVPD def2/J DEFGRID3
* xyz 0 1
C 6.815 3.368 4.749
C 5.940 3.377 3.533
C 6.448 3.083 2.276
C 5.631 3.103 1.158
C 4.288 3.426 1.273
C 3.373 3.432 0.077
N 2.358 2.401 0.191
C 1.069 2.690 0.462
O 0.653 3.830 0.522
C 0.122 1.504 0.656
C -0.970 1.582 -0.418
C -2.005 0.485 -0.195
N -1.351 -0.808 -0.211
S -2.454 -2.069 -0.220
O -3.487 -1.846 0.746
O -1.687 -3.277 -0.126
N -3.081 -1.824 -1.730
C -2.224 -2.266 -2.807
C -2.453 -3.737 -3.165
C -1.590 -4.140 -4.357
C -3.939 -3.947 -3.466
C -4.833 -3.497 -2.304
C -4.710 -4.413 -1.089
C -4.495 -2.046 -1.939
C -0.358 -0.932 0.839
C 0.742 0.109 0.632
C 3.774 3.721 2.531
C 4.589 3.696 3.645
H 6.370 2.764 5.537
H 7.801 2.972 4.518
H 6.933 4.381 5.134
H 7.494 2.834 2.168
H 6.047 2.870 0.188
H 2.835 4.382 0.011
H 3.943 3.274 -0.845
H 2.684 1.451 0.238
H -0.355 1.662 1.631
H -0.516 1.450 -1.402
H -1.447 2.561 -0.383
H -2.525 0.636 0.762
H -2.746 0.475 -0.994
H -1.200 -2.102 -2.472
H -2.423 -1.630 -3.678
H -2.167 -4.337 -2.299
H -1.748 -5.187 -4.601
H -1.842 -3.543 -5.232
H -0.537 -3.994 -4.132
H -4.124 -5.001 -3.684
H -4.200 -3.371 -4.359
H -5.875 -3.518 -2.646
H -4.894 -5.447 -1.373
H -3.723 -4.341 -0.642
H -5.436 -4.127 -0.332
H -4.992 -1.756 -1.013
H -4.816 -1.373 -2.744
H -0.823 -0.795 1.827
H 0.038 -1.946 0.780
H 1.208 -0.079 -0.337
H 1.484 -0.009 1.425
H 2.729 3.975 2.626
H 4.178 3.929 4.616
*
```

Values from the calculation:
SMILES   Cc1ccc(CNC(=O)C2CCN(S(=O)(=O)N3C[C@H](C)C[C@@H](C)C3)CC2)cc1
Gap between HOMO and LUMO   0.3517 Eh
Max |F|   1.046 eV Å⁻¹
HOMO energy   -0.3286 Ha

From a Löwdin analysis of the wavefunction, the atomic charges in e read: -0.054 -0.285 -0.047 -0.041 -0.217 -0.124 0.086 -0.474 0.057 -0.227 -0.118 -0.200 -0.228 0.628 -0.257 -0.271 -0.227 -0.169 -0.363 -0.063 -0.140 -0.338 -0.054 -0.164 -0.197 -0.141 -0.026 -0.040 0.080 0.073 0.083 0.108 0.108 0.128 0.122 0.127 0.159 0.132 0.123 0.131 0.119 0.120 0.138 0.128 0.079 0.080 0.079 0.120 0.122 0.138 0.083 0.050 0.086 0.117 0.132 0.136 0.117 0.125 0.124 0.116 0.113

# 2
C21H33N3O7P2Ti as an isolated structure in a non-equilibrium geometry, computed with ωB97M-V/def2-TZVPD.

ORCA input file:
```
! RIJCOSX wB97M-V def2-TZVPD def2/J DEFGRID3
* xyz 0 3
P 3.050 -4.440 -0.831
P -0.263 -5.743 0.150
C 2.555 -6.177 -0.251
C 1.164 -6.697 -0.583
H 2.805 -6.210 0.827
H 3.276 -6.809 -0.784
H 0.972 -6.824 -1.665
H 1.078 -7.673 -0.106
C -0.212 -6.371 1.848
H -0.942 -5.845 2.472
H 0.794 -6.266 2.280
H -0.469 -7.437 1.820
C -1.667 -6.512 -0.624
H -1.795 -7.512 -0.206
H -1.518 -6.592 -1.703
H -2.566 -5.934 -0.430
C 4.727 -4.600 -0.215
H 5.298 -3.690 -0.384
H 5.203 -5.432 -0.743
H 4.698 -4.817 0.857
C 3.148 -4.782 -2.614
H 2.168 -5.091 -3.006
H 3.871 -5.598 -2.749
H 3.497 -3.893 -3.152
Ti 1.073 0.556 -1.386
C -1.794 -3.151 0.320
C -1.123 -2.914 1.467
C 0.293 -3.187 1.918
C 1.582 -2.314 1.594
C 2.030 -2.241 0.192
C 1.262 -2.056 -0.979
C 0.229 -3.186 -1.180
C -1.243 -2.864 -1.093
C 2.567 1.927 -1.658
H -2.889 -3.341 0.356
H -1.707 -2.485 2.323
H 0.674 -4.208 1.775
H 0.190 -3.126 3.019
H 1.463 -1.388 2.182
H 2.484 -2.801 2.102
H 3.088 -1.881 0.106
H 1.889 -1.994 -1.923
H 0.476 -3.883 -0.311
H 0.524 -3.777 -2.081
H -1.417 -1.892 -1.533
H -1.833 -3.485 -1.757
H 2.205 2.814 -2.214
H 3.329 1.350 -2.243
H 2.958 2.179 -0.654
O -2.943 6.054 1.658
N -2.947 5.436 0.579
O -3.271 5.956 -0.508
C -2.510 4.073 0.563
C -1.993 3.504 1.732
C -1.333 2.273 1.650
C -0.969 1.767 0.360
O 0.177 1.141 0.129
C -1.746 2.210 -0.754
C -2.549 3.364 -0.635
N -1.614 1.551 -2.014
O -2.479 1.579 -2.878
O -0.440 0.991 -2.368
N -0.976 1.616 2.894
O -1.040 2.292 3.930
O -0.711 0.392 2.859
H -2.112 3.995 2.684
H -3.103 3.707 -1.494
*
```

Values from the calculation:
Gap between HOMO and LUMO (spin up / spin down)   0.2272 / 0.2518 Eh
Max |F|   4.425 eV Å⁻¹
HOMO energy (spin up / spin down)   -0.2560 / -0.2765 Ha

From a Löwdin analysis of the wavefunction, the atomic charges in e read: 0.922 0.864 -0.385 -0.384 0.078 0.071 0.081 0.071 -0.271 0.051 0.046 0.041 -0.268 0.041 0.050 0.036 -0.285 0.040 0.043 0.049 -0.253 0.041 0.047 0.045 1.053 -0.126 -0.123 -0.209 -0.159 -0.221 -0.272 -0.310 -0.188 -0.246 0.108 0.112 0.036 0.113 0.123 0.131 0.104 0.085 -0.032 0.107 0.102 0.092 0.009 0.000 0.002 0.061 -0.328 0.059 -0.154 0.094 -0.059 -0.187 -0.174 -0.059 0.104 -0.318 0.032 -0.209 -0.308 0.068 0.055 0.130 0.131

# 3
One molecule with the formula C21H33N5O3, computed with ωB97M-V/def2-TZVPD.

ORCA input file:
```
! RIJCOSX wB97M-V def2-TZVPD def2/J DEFGRID3
* xyz 0 1
C -0.709 1.205 -4.044
O 0.253 0.892 -3.057
C -0.254 0.051 -2.045
C 0.787 0.018 -0.933
C 0.494 -1.066 0.094
N -0.650 -0.705 0.903
C -1.805 -1.438 0.828
O -1.848 -2.466 0.171
C -2.987 -0.898 1.596
C -3.634 0.442 1.153
C -4.992 -0.135 1.598
C -4.396 -1.547 1.488
C -4.755 -2.406 0.255
C -4.657 -3.665 1.142
C -4.761 -2.743 2.384
C -0.440 0.549 1.598
C -0.214 1.671 0.601
N 0.907 1.333 -0.280
C 1.355 2.422 -1.045
O 0.812 3.499 -0.966
C 2.663 2.270 -1.815
C 3.852 2.463 -0.935
N 4.404 3.634 -0.749
N 5.471 3.472 0.091
C 5.530 2.209 0.389
N 4.534 1.513 -0.229
C 4.298 0.076 -0.109
C 3.901 -0.276 1.317
C 5.511 -0.713 -0.579
H -0.226 1.848 -4.776
H -1.074 0.299 -4.542
H -1.562 1.736 -3.606
H -1.209 0.446 -1.673
H -0.442 -0.964 -2.421
H 1.739 -0.216 -1.410
H 0.280 -2.011 -0.398
H 1.368 -1.194 0.743
H -2.725 -0.842 2.658
H -3.295 1.371 1.607
H -3.582 0.536 0.066
H -5.201 0.123 2.639
H -5.871 0.082 0.991
H -5.793 -2.201 -0.020
H -4.127 -2.352 -0.629
H -5.423 -4.429 1.020
H -3.671 -4.116 1.058
H -4.111 -2.946 3.236
H -5.791 -2.658 2.735
H -1.279 0.780 2.246
H 0.450 0.442 2.231
H -1.136 1.840 0.033
H 0.031 2.606 1.099
H 2.711 1.324 -2.355
H 2.675 3.073 -2.547
H 6.261 1.749 1.033
H 3.468 -0.142 -0.778
H 3.655 -1.336 1.394
H 4.725 -0.071 2.002
H 3.039 0.314 1.630
H 5.289 -1.780 -0.563
H 5.790 -0.430 -1.595
H 6.368 -0.539 0.073
*
```

Values from the calculation:
SMILES   COC[C@@H]1CN(C(=O)[C@H]2CCC23CCC3)CCN1C(=O)Cc1nncn1C(C)C
Gap between HOMO and LUMO   0.3559 Eh
Max |F|   0.419 eV Å⁻¹
HOMO energy   -0.3397 Ha

From a Löwdin analysis of the wavefunction, the atomic charges in e read: -0.083 -0.186 -0.162 -0.236 -0.081 -0.031 -0.381 0.064 -0.151 -0.114 -0.098 -0.392 -0.113 -0.148 -0.102 -0.115 -0.118 0.010 -0.425 0.102 -0.017 -0.298 0.071 0.021 -0.170 0.014 -0.372 -0.045 -0.039 0.093 0.091 0.094 0.126 0.143 0.123 0.129 0.115 0.155 0.102 0.119 0.116 0.110 0.112 0.101 0.097 0.097 0.107 0.111 0.109 0.129 0.123 0.134 0.108 0.132 0.122 0.108 0.082 0.083 0.071 0.085 0.088 0.079

# 4
A 4-piece molecular cluster, C21H33NO overall in a non-equilibrium geometry, computed with ωB97M-V/def2-TZVPD.

ORCA input file:
```
! RIJCOSX wB97M-V def2-TZVPD def2/J DEFGRID3
* xyz 0 1
C -3.237 2.161 -5.521
C -2.700 1.467 -4.354
C -1.437 1.948 -3.903
C -0.989 1.201 -2.731
N 0.281 1.573 -2.023
C 1.540 1.218 -2.745
C 2.688 0.871 -1.745
C 1.857 0.562 -0.465
C 0.320 0.786 -0.773
C 0.090 3.010 -1.749
H -4.133 1.519 -6.112
H -2.402 2.204 -6.212
H -3.581 3.211 -5.268
H -2.850 0.348 -4.556
H -3.328 1.513 -3.481
H -1.583 3.128 -3.775
H -0.702 1.889 -4.793
H -0.840 0.096 -3.050
H -1.985 1.075 -2.219
H 1.852 1.865 -3.668
H 1.301 0.503 -3.359
H 3.319 1.803 -1.437
H 3.401 0.052 -2.125
H 2.256 1.190 0.402
H 2.148 -0.431 -0.019
H -0.396 1.052 -0.017
H 0.037 -0.253 -1.055
H 0.045 3.573 -2.391
H 0.958 3.411 -1.088
H -0.575 3.228 -1.158
O -2.049 -1.068 0.028
H -1.180 -0.739 0.249
C 0.672 2.373 4.904
C 1.509 1.564 4.001
C 0.958 0.578 3.156
C -0.451 0.313 3.257
C -1.242 0.923 4.205
C -0.612 2.076 5.039
H 1.234 3.076 5.650
H 2.572 1.936 3.992
H 1.682 -0.188 2.752
H -0.997 -0.555 2.792
H -2.215 0.560 4.362
H -1.447 2.336 5.763
C 1.373 -6.111 3.379
C 0.515 -6.221 2.130
C -0.017 -5.073 1.408
C 0.450 -3.862 1.792
C 1.327 -3.573 2.897
C 1.832 -4.750 3.768
H 1.736 -6.888 3.940
H -0.027 -7.218 1.949
H -0.842 -5.156 0.683
H -0.110 -3.015 1.255
H 1.431 -2.589 3.310
H 2.551 -4.514 4.727
*
```

Values from the calculation:
Gap between HOMO and LUMO   0.2200 Eh
Max |F|   16.675 eV Å⁻¹
HOMO energy   -0.2197 Ha

From a Löwdin analysis of the wavefunction, the atomic charges in e read: -0.132 -0.384 -0.276 -0.150 -0.210 -0.102 -0.125 -0.154 -0.105 0.056 0.147 0.059 0.093 0.159 0.116 0.175 0.149 0.181 0.161 0.178 0.057 0.131 0.139 0.108 0.121 0.127 0.120 -0.029 0.181 0.040 -0.556 -0.248 -0.153 -0.100 -0.115 -0.116 -0.045 -0.096 0.128 0.100 0.099 0.110 0.075 0.110 -0.076 -0.065 -0.128 -0.150 -0.065 -0.064 0.033 0.099 0.111 0.109 0.047 0.126

ΔE to the lowest compared entry with this formula, charge and spin / kJ/mol: 3.8 0.0 51.4 1289.7